Version i
Molecular formula: C9H10
Method: DFT, ωB97M-V/def2-TZVPD

The geometry in XYZ format:
```
19
C9H10 | the OMol25 dataset | ωB97M-V/def2-TZVPD
C -1.497 2.639 1.409
C -0.826 1.335 0.643
C 0.001 0.531 1.484
C 0.532 -0.564 0.869
C 0.370 -0.819 -0.467
C 1.021 -2.042 -1.267
C 2.240 -2.434 -1.014
C -0.590 -0.005 -1.226
C -1.103 1.088 -0.607
H -1.712 3.008 0.591
H -1.235 2.950 2.274
H -2.554 1.849 1.932
H 0.414 1.102 2.278
H 1.080 -1.122 1.420
H 0.231 -2.510 -2.397
H 2.637 -3.111 -1.514
H 3.073 -1.980 -0.188
H -1.176 -0.209 -2.286
H -1.635 1.646 -1.055
```

Properties
Highest occupied orbital energy (eV): -8.397
Molecular weight (u): 118.179

---

Version ii
Molecular formula: C9H10
Method: DFT, ωB97M-V/def2-TZVPD

The geometry in XYZ format:
```
19
C9H10 | the OMol25 dataset | ωB97M-V/def2-TZVPD
C 0.992 -0.085 -0.350
C -0.014 0.154 -1.122
C 1.650 -0.737 0.602
C 1.087 -1.567 1.600
C 2.314 -0.780 1.934
C -1.284 0.218 -1.481
C 2.447 0.400 2.868
C -2.176 -1.034 -1.694
C -1.957 1.413 -1.932
H 3.234 -1.362 2.085
H 1.521 0.987 2.862
H 3.042 1.263 2.547
H 2.669 0.111 3.835
H -3.170 -0.718 -1.890
H -2.133 -1.595 -0.811
H -1.854 -1.757 -2.567
H -3.020 1.254 -1.966
H -1.567 1.406 -2.953
H -1.782 2.426 -1.567
```

Properties
Highest occupied orbital energy (spin up / spin down) (eV): -7.902 / -7.903
Molecular weight (u): 118.179

---

Most stable: version ii

---

Version i
Molecular formula: C3H3ClS
Method: DFT, ωB97M-V/def2-TZVPD

The geometry in XYZ format:
```
8
C3H3ClS | the OMol25 dataset | ωB97M-V/def2-TZVPD
C 2.182 -0.598 -0.822
C 1.163 -0.653 -0.193
S -0.430 -1.261 0.643
C -1.165 0.453 0.611
Cl -2.535 0.610 -0.599
H 2.887 -0.483 -1.544
H -0.516 1.331 0.274
H -1.587 0.602 1.632
```

Properties
Highest occupied orbital energy (eV): -9.496
Molecular weight (u): 106.577

---

Version ii
Molecular formula: C3H3ClS
Method: DFT, ωB97M-V/def2-TZVPD

The geometry in XYZ format:
```
8
C3H3ClS | the OMol25 dataset | ωB97M-V/def2-TZVPD
C 1.136 0.086 0.494
C -0.161 -0.295 0.286
Cl -0.910 -1.638 1.112
C -1.034 0.400 -0.695
S -0.566 1.398 -1.800
H 1.690 0.907 0.086
H 1.803 -0.633 1.032
H -1.959 -0.225 -0.515
```

Properties
Highest occupied orbital energy (eV): -9.125
Molecular weight (u): 106.577

---

Most stable: version ii

---

Version i
Molecular formula: C3H11NO3
Method: DFT, ωB97M-V/def2-TZVPD

The geometry in XYZ format:
```
18
C3H11NO3 | the OMol25 dataset | ωB97M-V/def2-TZVPD
C 0.041 -1.175 -1.221
C 1.242 -0.516 -0.573
N 1.499 0.869 -0.965
C 1.159 -0.515 0.933
O 0.298 -1.070 1.571
H 0.143 -1.174 -2.306
H -0.883 -0.647 -0.958
H -0.080 -2.200 -0.886
H 2.143 -1.087 -0.783
H 0.637 1.388 -0.943
H 1.852 0.910 -1.904
H 1.930 0.081 1.461
O -1.042 1.770 -0.756
H -1.577 1.257 -0.118
H -1.652 2.336 -1.231
O -2.224 0.091 1.172
H -2.623 0.339 2.011
H -1.434 -0.418 1.412
```

Properties
Highest occupied orbital energy (eV): -9.250
Molecular weight (u): 109.125

---

Version ii
Molecular formula: C3H11NO3
Method: DFT, ωB97M-V/def2-TZVPD

The geometry in XYZ format:
```
18
C3H11NO3 | the OMol25 dataset | ωB97M-V/def2-TZVPD
C -1.197 -1.849 -0.968
C -1.880 -1.373 0.056
N -1.212 -0.847 1.200
C -1.667 -1.263 2.294
H -0.150 -1.595 -1.066
H -1.740 -2.331 -1.766
H -2.948 -1.548 0.217
H -1.136 -1.732 3.119
H -2.749 -1.464 2.429
O -0.691 1.907 0.134
H -1.309 1.210 0.372
H 0.163 1.478 0.006
O 3.685 0.212 0.007
H 3.798 -0.533 -0.582
H 3.402 1.007 -0.448
O 1.832 2.525 -1.807
H 1.209 3.078 -1.313
H 2.591 3.118 -1.884
```

Properties
Highest occupied orbital energy (eV): -9.363
Molecular weight (u): 109.125

---

Most stable: version i

---

Version i
Molecular formula: C3H11NO3
Method: DFT, ωB97M-V/def2-TZVPD

The geometry in XYZ format:
```
18
C3H11NO3 | the OMol25 dataset | ωB97M-V/def2-TZVPD
C 2.464 -0.978 -1.029
C 1.738 -0.037 -0.069
N 0.443 -0.327 0.319
C -0.006 0.437 1.444
O -1.088 0.061 1.886
H 3.365 -0.458 -1.387
H 1.791 -1.218 -1.917
H 2.686 -1.944 -0.641
H 2.369 -0.130 0.889
H 1.850 1.066 -0.363
H -0.164 -0.941 -0.357
H 0.673 1.241 1.790
O -2.332 -1.617 -0.162
H -2.250 -1.923 0.793
H -2.848 -0.770 -0.116
O -0.771 2.371 -1.661
H -0.677 1.577 -1.527
H -1.538 2.742 -1.973
```

Properties
Highest occupied orbital energy (eV): -9.211
Molecular weight (u): 109.125

---

Version ii
Molecular formula: C3H11NO3
Method: DFT, ωB97M-V/def2-TZVPD

The geometry in XYZ format:
```
18
C3H11NO3 | the OMol25 dataset | ωB97M-V/def2-TZVPD
C 0.895 -1.232 -0.358
C 0.397 -1.066 -1.592
N -0.365 -0.009 -2.090
C -1.563 0.180 -1.710
H 0.569 -0.726 0.546
H 1.752 -1.910 -0.309
H 0.806 -1.707 -2.385
H -1.981 1.179 -1.810
H -2.104 -0.687 -1.293
O 0.875 2.203 0.350
H 0.776 2.078 -0.602
H 1.503 2.932 0.404
O -1.581 -0.804 1.312
H -2.312 -0.793 1.933
H -0.852 -1.193 1.806
O 1.076 0.163 2.524
H 1.920 0.199 2.983
H 1.197 0.822 1.825
```

Properties
Highest occupied orbital energy (eV): -8.500
Molecular weight (u): 109.125

---

Version iii
Molecular formula: C3H11NO3
Method: DFT, ωB97M-V/def2-TZVPD

The geometry in XYZ format:
```
18
C3H11NO3 | the OMol25 dataset | ωB97M-V/def2-TZVPD
C 0.594 -2.524 -0.508
C 0.207 -1.159 0.039
C 0.072 -0.077 -0.998
N 1.209 0.461 -1.497
O -1.017 0.396 -1.292
H -0.014 -2.772 -1.369
H 0.385 -3.313 0.203
H 1.635 -2.563 -0.836
H -0.716 -1.207 0.621
H 0.903 -0.775 0.803
H 2.104 0.213 -1.115
H 1.244 1.396 -1.865
O 0.032 1.932 2.485
H 0.714 2.338 1.946
H -0.804 1.844 2.003
O -2.309 1.723 0.767
H -2.520 2.646 0.570
H -1.718 1.442 0.042
```

Properties
Highest occupied orbital energy (eV): -10.274
Molecular weight (u): 109.125

---

Version iv
Molecular formula: C3H11NO3
Method: DFT, ωB97M-V/def2-TZVPD

The geometry in XYZ format:
```
18
C3H11NO3 | the OMol25 dataset | ωB97M-V/def2-TZVPD
O -1.757 1.983 0.209
C -0.540 1.295 0.549
C -0.698 0.013 1.355
N -0.861 -1.230 0.569
C 0.256 -1.659 -0.201
O 0.588 -1.016 -1.442
H -2.456 1.338 0.162
H -0.092 1.035 -0.405
H 0.101 2.000 1.064
H 0.238 -0.216 1.863
H -1.448 0.142 2.121
H -1.760 -1.261 0.102
H 1.160 -1.551 0.384
H 0.070 -2.713 -0.411
H -0.204 -0.877 -1.962
O 2.814 1.130 -1.398
H 1.937 1.157 -1.801
H 2.652 0.430 -0.756
```

Properties
Highest occupied orbital energy (eV): -9.738
Molecular weight (u): 109.125

---

Most stable: version iii

---

Version i
Molecular formula: C3H11NO3
Method: DFT, ωB97M-V/def2-TZVPD

The geometry in XYZ format:
```
18
C3H11NO3 | the OMol25 dataset | ωB97M-V/def2-TZVPD
C 2.064 0.189 -0.554
O 2.068 -1.074 -1.094
O 2.049 0.302 0.777
H 1.060 0.011 1.094
H 1.366 -1.597 -0.663
H 2.842 0.784 -1.036
H 0.904 0.682 -0.885
C -0.474 1.070 -1.058
C -1.678 -0.096 1.418
N -0.390 -0.432 0.898
O -0.423 -1.721 0.290
H -1.182 -1.753 -0.319
H -2.443 0.022 0.623
H -2.041 -0.862 2.113
H -1.164 0.280 -1.323
H -0.841 1.740 -0.293
H -0.122 1.604 -1.939
H -1.594 0.852 1.951
```

Properties
Highest occupied orbital energy (spin up / spin down) (eV): -7.108 / -8.941
Molecular weight (u): 109.125

---

Version ii
Molecular formula: C3H11NO3
Method: DFT, ωB97M-V/def2-TZVPD

The geometry in XYZ format:
```
18
C3H11NO3 | the OMol25 dataset | ωB97M-V/def2-TZVPD
C 1.793 1.445 -0.864
C 0.602 1.085 -0.017
C 0.818 0.110 1.063
O -0.538 0.407 -1.092
H 1.506 2.045 -1.727
H 2.489 2.032 -0.264
H 2.314 0.550 -1.205
H 0.013 1.955 0.277
H 1.807 0.160 1.514
H 0.581 -0.947 0.624
H 0.040 0.161 1.821
H -0.148 0.352 -1.973
O -0.776 -1.873 -0.153
N -1.795 -2.016 0.798
O -2.953 -1.248 0.398
H -0.784 -0.834 -0.734
H -2.129 -2.971 0.662
H -2.838 -0.413 0.871
```

Properties
Highest occupied orbital energy (eV): -7.945
Molecular weight (u): 109.125

---

Most stable: version ii